## one
Here is 2 unconnected molecules or ions with the total composition C2H5N2OP from the Open Molecules 2025 dataset. Energies are from wB97M-V/def2-TZVPD.

Last column: Mulliken charge in e.
Atoms and positions in Å:
C1 1.085 -0.274 -0.024  0.370
C2 0.461 1.090 0.087  -0.126
N1 0.189 -1.178 -0.287  -0.334
N2 -0.932 0.825 0.044  -0.330
O1 2.294 -0.405 0.213  -0.621
P1 -1.384 -0.797 0.165  -0.010
H1 0.683 1.636 1.039  0.218
H2 0.700 1.711 -0.730  0.199
H3 0.397 -2.978 0.144  0.329
H4 -1.487 1.488 0.540  0.271
H5 -2.006 -1.117 -1.190  0.035

Values from the calculation:
Kohn-Sham gap (alpha / beta)   6.2 / 6.5 eV
Molar mass   104.0 g/mol
HOMO energy (alpha / beta)   -0.3123 / -0.3131 Ha
LUMO level (alpha / beta)   -2.30 / -2.06 eV

## two
Here is 2 unconnected molecules or ions with the total composition C2H5N2OP from the Open Molecules 2025 dataset. Energies are from wB97M-V/def2-TZVPD.

Last column: Mulliken charge in e.
Atoms and positions in Å:
C1 1.751 1.316 0.966  0.474
C2 -1.167 -1.343 0.198  -0.347
N1 -0.490 -0.289 0.079  -0.497
N2 1.480 1.545 -0.329  -0.294
O1 2.151 2.115 1.890  -0.435
P1 1.397 0.408 2.381  -0.145
H1 -0.778 -2.254 -0.213  0.257
H2 -2.151 -1.430 0.740  0.207
H3 -0.926 0.577 0.424  0.278
H4 2.039 2.191 -0.771  0.178
H5 0.846 0.913 -0.823  0.324

Values from the calculation:
Structure (SMILES)   NC1=PO1.C=N
Kohn-Sham gap   7.5 eV
Molar mass   104.0 g/mol
HOMO energy   -0.2557 Ha
LUMO level   0.56 eV

Stability check: which of them is least stable? one.

## one
Here is 2 unconnected molecules or ions with the total composition C3H9N2 from the Open Molecules 2025 dataset. Energies are from wB97M-V/def2-TZVPD.

Last column: Mulliken charge in e.
Atoms and positions in Å:
N1 -2.219 0.531 2.069  -0.298
C1 -1.648 0.095 0.976  0.296
N2 -0.480 -0.501 0.963  -0.293
H1 -1.730 0.603 2.955  0.235
H2 -3.175 0.856 2.061  0.260
H3 -2.206 0.226 0.058  0.342
H4 0.038 -0.566 0.087  0.194
H5 0.074 -0.521 1.806  0.259
C2 1.520 0.331 -1.549  -0.823
C3 2.249 -0.609 -2.135  -0.327
H6 0.815 0.970 -2.068  0.270
H7 1.604 0.546 -0.489  0.403
H8 2.173 -0.826 -3.189  0.248
H9 2.985 -1.137 -1.544  0.234

Values from the calculation:
Kohn-Sham gap   9.8 eV
Molar mass   73.1 g/mol
HOMO energy   -0.5046 Ha
Net charge   +1
LUMO level   -3.95 eV

## two
Here is 2 unconnected molecules or ions with the total composition C3H9N2 from the Open Molecules 2025 dataset. Energies are from wB97M-V/def2-TZVPD.

Last column: Mulliken charge in e.
Atoms and positions in Å:
C1 -1.436 0.131 -0.595  -0.185
N1 -1.941 -0.168 0.545  -0.170
H1 -1.076 -0.600 -1.309  0.316
H2 -1.600 1.083 -1.075  0.304
H3 -2.262 0.587 1.139  0.281
H4 -2.196 -1.103 0.838  0.283
C2 1.686 -1.114 0.103  -0.731
C3 1.153 0.022 0.535  -0.004
N2 0.718 1.035 -0.377  -0.498
H5 1.759 -1.334 -0.958  0.268
H6 1.917 -1.958 0.736  0.294
H7 1.372 0.357 1.543  0.307
H8 1.303 1.129 -1.199  0.247
H9 0.604 1.932 0.074  0.285

Values from the calculation:
Kohn-Sham gap   8.9 eV
Molar mass   73.1 g/mol
HOMO energy   -0.4890 Ha
Net charge   +1
LUMO level   -4.41 eV

Stability check: which of them is least stable? two.

## one
Here is 4 unconnected molecules or ions with the total composition C2H11O4 from the Open Molecules 2025 dataset. Energies are from wB97M-V/def2-TZVPD.

Last column: Mulliken charge in e.
Atoms and positions in Å:
C1 0.073 -1.001 -0.039  0.117
O1 0.567 0.295 0.183  -0.957
C2 -1.439 -1.000 -0.417  -1.588
H1 0.642 -1.442 -0.911  0.258
H2 0.157 -1.639 0.883  0.210
H3 -1.734 -2.028 -0.443  0.422
H4 -2.020 -0.395 0.233  0.388
H5 -1.655 -0.675 -1.442  0.341
H6 -1.636 1.305 -1.286  0.305
H7 -0.378 1.401 -0.720  0.370
O2 -0.857 1.918 -1.422  -0.732
H8 -0.648 1.391 2.595  0.247
H9 0.317 0.791 1.621  0.450
O3 0.123 0.923 2.611  -0.725
H10 3.441 -0.095 -0.041  0.273
H11 2.024 0.032 -0.537  0.349
O4 3.022 0.219 -0.868  -0.727

Values from the calculation:
Kohn-Sham gap   8.7 eV
Molar mass   99.1 g/mol
HOMO energy   -0.1734 Ha
Net charge   -1
LUMO level   3.99 eV

## two
Here is 4 unconnected molecules or ions with the total composition C2H11O4 from the Open Molecules 2025 dataset. Energies are from wB97M-V/def2-TZVPD.

Last column: Mulliken charge in e.
Atoms and positions in Å:
C1 0.119 0.628 -0.849  -0.074
O1 -0.516 0.000 0.244  -0.683
C2 -0.644 0.309 -2.136  -1.205
H1 1.160 0.319 -0.987  0.234
H2 0.015 1.703 -0.665  0.251
H3 -0.239 0.845 -2.991  0.357
H4 -1.710 0.507 -1.958  0.287
H5 -0.713 -0.779 -2.260  0.277
H6 -1.657 -1.418 0.292  0.446
H7 -1.973 -2.767 0.841  0.288
O2 -2.396 -2.064 0.336  -0.671
H8 3.226 0.317 1.271  0.280
H9 1.842 -0.042 1.709  0.393
O3 2.664 -0.462 1.349  -0.710
H10 0.286 1.015 2.775  0.199
H11 -0.115 0.511 1.070  0.412
O4 0.652 1.378 1.960  -1.081

Values from the calculation:
Kohn-Sham gap   8.5 eV
Molar mass   99.1 g/mol
HOMO energy   -0.1656 Ha
Net charge   -1
LUMO level   4.04 eV

Stability check: which of them is least stable? one.

## one
Here is a molecular structure, H22HeO11 from the Open Molecules 2025 dataset. Energies are from wB97M-V/def2-TZVPD.

Last column: Mulliken charge in e.
Atoms and positions in Å:
He1 0.042 -0.691 -0.138  0.019
O1 2.754 -1.194 -2.276  -0.630
H1 3.534 -0.665 -2.113  0.320
H2 2.324 -0.767 -3.017  0.295
O2 -0.774 0.310 -4.097  -0.630
H3 0.166 0.440 -4.222  0.293
H4 -1.047 1.044 -3.547  0.366
O3 3.700 -0.176 1.181  -0.588
H5 2.854 -0.260 1.621  0.361
H6 4.113 -1.033 1.290  0.303
O4 -3.364 -0.642 2.069  -0.659
H7 -3.071 -0.642 1.158  0.371
H8 -3.703 0.242 2.213  0.331
O5 -1.334 2.139 -1.997  -0.641
H9 -0.781 2.065 -1.219  0.316
H10 -2.086 2.656 -1.709  0.302
O6 3.772 1.576 -1.196  -0.607
H11 3.115 1.311 -0.553  0.311
H12 4.284 2.252 -0.752  0.293
O7 -2.576 -0.779 -0.722  -0.680
H13 -3.339 -0.538 -1.246  0.278
H14 -1.830 -0.430 -1.209  0.289
O8 -0.364 2.320 1.016  -0.594
H15 0.245 3.058 0.995  0.318
H16 0.108 1.633 1.485  0.340
O9 1.230 0.562 2.688  -0.814
H17 0.577 -0.139 2.686  0.424
H18 1.805 0.353 3.424  0.316
O10 -2.156 -3.538 0.023  -0.622
H19 -2.728 -4.060 -0.540  0.292
H20 -2.292 -2.636 -0.268  0.389
O11 -0.692 -1.343 2.888  -0.705
H21 -1.419 -1.095 2.317  0.339
H22 -1.065 -1.333 3.769  0.302

Values from the calculation:
Kohn-Sham gap   11.0 eV
Molar mass   202.2 g/mol
HOMO energy   -0.4000 Ha
LUMO level   0.14 eV

## two
Here is a molecular structure, H22HeO11 from the Open Molecules 2025 dataset. Energies are from wB97M-V/def2-TZVPD.

Last column: Mulliken charge in e.
Atoms and positions in Å:
He1 -0.299 0.155 0.314  0.023
O1 -2.737 -1.506 0.809  -0.663
H1 -3.019 -0.921 0.105  0.414
H2 -2.020 -2.012 0.428  0.298
O2 2.832 2.415 -0.006  -0.624
H3 3.622 2.952 0.058  0.267
H4 2.189 2.984 -0.431  0.349
O3 0.400 3.984 -1.068  -0.662
H5 -0.142 4.375 -0.383  0.306
H6 -0.082 3.203 -1.339  0.448
O4 -0.279 -3.268 0.448  -0.596
H7 0.534 -3.101 0.923  0.311
H8 -0.159 -4.137 0.064  0.267
O5 0.988 -2.604 3.452  -0.611
H9 0.517 -1.773 3.499  0.353
H10 0.476 -3.202 3.996  0.297
O6 2.175 -1.494 -1.533  -0.709
H11 3.118 -1.418 -1.385  0.314
H12 1.783 -1.310 -0.680  0.332
O7 2.094 -0.105 1.324  -0.595
H13 2.200 0.696 0.812  0.322
H14 1.332 0.063 1.878  0.337
O8 -3.596 0.203 -1.115  -0.663
H15 -4.215 0.008 -1.819  0.299
H16 -3.047 0.904 -1.465  0.400
O9 0.375 0.065 -3.022  -0.652
H17 0.307 -0.406 -3.852  0.300
H18 0.953 -0.477 -2.485  0.383
O10 -0.327 -0.107 2.907  -0.705
H19 -0.996 -0.529 2.368  0.372
H20 -0.799 0.575 3.385  0.265
O11 -1.447 1.982 -1.679  -0.933
H21 -1.006 1.252 -2.114  0.417
H22 -1.725 2.554 -2.394  0.339

Values from the calculation:
Kohn-Sham gap   10.9 eV
Molar mass   202.2 g/mol
HOMO energy   -0.3879 Ha
LUMO level   0.30 eV

## three
Here is a molecular structure, H22HeO11 from the Open Molecules 2025 dataset. Energies are from wB97M-V/def2-TZVPD.

Last column: Mulliken charge in e.
Atoms and positions in Å:
He1 -0.221 0.281 -0.367  0.021
O1 1.218 1.346 -2.866  -0.694
H1 1.375 1.746 -3.721  0.296
H2 0.590 1.928 -2.440  0.323
O2 1.019 -1.493 -1.985  -0.624
H3 1.453 -1.396 -1.138  0.349
H4 1.069 -0.623 -2.381  0.379
O3 2.602 -1.906 0.412  -0.657
H5 2.605 -1.252 1.111  0.364
H6 2.437 -2.736 0.860  0.281
O4 -3.942 0.286 -0.731  -0.651
H7 -3.248 -0.330 -0.967  0.386
H8 -4.754 -0.169 -0.954  0.296
O5 0.202 3.522 -1.318  -0.664
H9 -0.048 3.681 -0.408  0.318
H10 -0.630 3.452 -1.786  0.334
O6 3.584 1.543 -1.483  -0.617
H11 3.458 1.627 -0.538  0.282
H12 2.697 1.487 -1.839  0.381
O7 -1.940 -1.655 -1.658  -0.725
H13 -1.151 -1.114 -1.630  0.304
H14 -1.973 -2.074 -0.798  0.440
O8 -0.800 -0.767 2.506  -0.709
H15 0.156 -0.794 2.464  0.376
H16 -1.087 -1.396 1.844  0.377
O9 -1.300 2.086 3.022  -0.627
H17 -2.224 2.128 3.267  0.307
H18 -1.176 1.193 2.702  0.378
O10 1.995 -0.078 2.543  -0.708
H19 2.430 -0.029 3.394  0.296
H20 2.273 0.715 2.085  0.322
O11 -2.010 -2.742 0.919  -0.740
H21 -1.734 -3.610 1.213  0.275
H22 -2.925 -2.856 0.662  0.332

Values from the calculation:
Kohn-Sham gap   10.5 eV
Molar mass   202.2 g/mol
HOMO energy   -0.3890 Ha
LUMO level   -0.06 eV

Stability check: which of them is least stable? three.

## one
Here is 5 unconnected molecules or ions with the total composition C5H20N2O5 from the Open Molecules 2025 dataset. Energies are from wB97M-V/def2-TZVPD.

Last column: Mulliken charge in e.
Atoms and positions in Å:
C1 -2.598 -7.954 -0.660  -0.449
O1 -3.538 -9.019 -0.537  -0.515
H1 -3.120 -7.001 -0.571  0.209
H2 -1.832 -8.037 0.111  0.234
H3 -2.258 -7.826 -1.688  0.215
H4 -3.442 -9.497 0.290  0.305
C2 -1.426 3.831 4.783  -0.542
O2 -2.348 4.592 5.512  -0.483
H5 -1.835 3.347 3.896  0.233
H6 -0.494 4.313 4.489  0.267
H7 -0.961 3.157 5.503  0.226
H8 -1.909 4.719 6.355  0.299
C3 0.092 -2.068 0.961  -0.499
O3 1.310 -2.046 0.166  -0.493
H9 -0.574 -2.793 0.493  0.216
H10 0.303 -2.156 2.027  0.222
H11 -0.379 -1.126 0.680  0.247
H12 1.682 -1.195 0.410  0.307
C4 -3.074 2.959 -2.771  -0.496
O4 -2.074 1.857 -2.875  -0.507
H13 -3.156 3.612 -3.640  0.243
H14 -4.006 2.409 -2.635  0.208
H15 -3.005 3.555 -1.862  0.256
H16 -1.182 2.179 -2.725  0.296
C5 4.504 2.573 -1.821  0.687
O5 3.354 2.625 -1.513  -0.652
N1 5.025 1.439 -2.108  -0.413
N2 5.326 3.585 -1.936  -0.416
H17 6.030 1.382 -2.192  0.169
H18 4.359 0.684 -2.189  0.227
H19 6.188 3.450 -2.445  0.176
H20 5.038 4.453 -1.508  0.222

Values from the calculation:
Structure (SMILES)   NC(N)=O.CO.CO.CO.CO
Kohn-Sham gap   10.4 eV
Molar mass   188.2 g/mol
HOMO energy   -0.3628 Ha
LUMO level   0.51 eV

## two
Here is 5 unconnected molecules or ions with the total composition C5H20N2O5 from the Open Molecules 2025 dataset. Energies are from wB97M-V/def2-TZVPD.

Last column: Mulliken charge in e.
Atoms and positions in Å:
N1 0.671 -1.922 -1.259  -0.748
C1 1.245 -0.590 -1.509  0.595
C2 2.597 -0.332 -0.803  -1.476
C3 0.212 0.352 -0.929  -0.343
N2 -0.553 1.116 -1.732  0.193
C4 -1.577 1.963 -1.122  -0.861
C5 -0.336 1.197 -3.157  -0.987
O1 -0.011 0.341 0.286  -0.219
H1 0.574 -2.043 -0.254  0.177
H2 1.306 -2.632 -1.600  0.262
H3 1.370 -0.540 -2.586  0.667
H4 2.507 0.447 -0.040  0.320
H5 3.376 -0.063 -1.511  0.315
H6 2.861 -1.157 -0.150  0.409
H7 -2.327 2.246 -1.854  0.358
H8 -1.128 2.864 -0.707  0.283
H9 -2.099 1.376 -0.369  0.259
H10 0.591 1.690 -3.427  0.349
H11 -0.407 0.226 -3.644  0.371
H12 -1.072 1.809 -3.674  0.314
H13 2.028 0.278 2.881  0.250
H14 0.996 -0.184 1.750  0.324
O2 1.113 0.069 2.683  -0.691
H15 -0.863 1.463 3.583  0.303
H16 -0.193 1.804 2.316  0.349
O3 -0.773 2.207 2.979  -0.680
H17 -0.116 -3.109 1.654  0.304
H18 -0.114 -2.100 2.818  0.306
O4 0.427 -2.455 2.105  -0.609
H19 -2.980 -1.785 0.029  0.326
H20 -1.931 -0.935 0.659  0.258
O5 -2.771 -1.363 0.870  -0.677

Values from the calculation:
Structure (SMILES)   C[C@@H](N)C(=O)N(C)C.O.O.O.O
Kohn-Sham gap   10.3 eV
Molar mass   188.2 g/mol
HOMO energy   -0.3600 Ha
LUMO level   0.54 eV

Stability check: which of them is least stable? one.

## one
Here is a gas-phase ion, C4H9N2O2 (charge +1) from the Open Molecules 2025 dataset. Energies are from wB97M-V/def2-TZVPD.

Last column: Mulliken charge in e.
Atoms and positions in Å:
C1 -0.977 -0.625 -1.084  -0.780
C2 -0.236 0.720 -0.873  0.258
C3 0.805 -0.012 0.039  0.452
C4 0.929 0.557 1.415  -1.263
N1 2.322 -0.310 -0.774  -0.030
N2 0.118 -1.331 -0.283  -0.157
O1 3.207 0.387 -0.486  -0.203
O2 -1.093 1.655 -0.328  -0.547
H1 -1.858 -0.560 -0.402  0.343
H2 -1.058 -1.073 -2.047  0.361
H3 0.288 1.114 -1.835  0.321
H4 -0.123 0.575 1.805  0.338
H5 1.144 1.635 1.268  0.292
H6 1.609 0.190 2.092  0.461
H7 -0.082 -2.119 0.400  0.347
H8 0.956 -1.691 -0.908  0.416
H9 -0.749 2.627 -0.383  0.390

Values from the calculation:
Structure (SMILES)   C[C@@]1(N=O)[NH2+]C[C@H]1O
Kohn-Sham gap   8.9 eV
Molar mass   117.1 g/mol
HOMO energy   -0.5052 Ha
Net charge   +1
LUMO level   -4.88 eV

## two
Here is 2 unconnected molecules or ions with the total composition C4H9N2O2 from the Open Molecules 2025 dataset. Energies are from wB97M-V/def2-TZVPD.

Last column: Mulliken charge in e.
Atoms and positions in Å:
C1 2.717 -0.509 0.306  0.240
C2 -0.867 0.255 -0.208  0.455
C3 -0.300 2.698 -0.780  -0.617
C4 -2.417 -1.445 0.330  -0.809
N1 -0.642 1.377 -0.307  0.052
N2 -1.063 -0.952 0.041  -0.195
O1 3.669 -1.355 0.569  -0.382
O2 1.532 -0.755 0.537  -0.600
H1 3.051 0.288 -0.260  0.369
H2 0.315 2.557 -1.677  0.318
H3 -1.304 3.170 -0.887  0.327
H4 0.452 3.081 -0.079  0.276
H5 -3.157 -0.510 0.503  0.310
H6 -2.405 -2.150 1.162  0.304
H7 -2.633 -2.075 -0.488  0.339
H8 3.388 -2.051 1.142  0.339
H9 -0.333 -1.624 0.097  0.273

Values from the calculation:
Kohn-Sham gap   11.6 eV
Molar mass   117.1 g/mol
HOMO energy   -0.5373 Ha
Net charge   +1
LUMO level   -3.00 eV

Stability check: which of them is least stable? one.